C19H23N5OS | ωB97M-V/def2-TZVPD

Calculated values
- Highest occupied orbital energy: -8.253 eV
- SMILES string: CCCNc1nc(C)c(-c2nc3ccccc3s2)c(N2CCOCC2)n1
- HOMO-LUMO gap: 8.79 eV
- Energy above the lowest of the compared OMol25 structures with the same formula, charge and spin: 100.3 kcal/mol

Geometry (Å):
C  3.29845  2.83782  -4.86302
C  4.06340  2.61982  -3.48139
C  3.52422  1.28067  -2.86453
N  2.08753  1.49895  -2.68760
C  1.38272  0.62893  -1.90591
N  1.50155  -0.66614  -2.09415
C  0.70583  -1.42771  -1.27288
C  0.71005  -2.91071  -1.51693
C  -0.21952  -0.90672  -0.41411
C  -0.82742  -1.67333  0.60454
N  -0.16970  -1.83143  1.74320
C  -1.03037  -2.66950  2.61915
C  -0.55403  -3.28351  3.79637
C  -1.38325  -4.11527  4.59743
C  -2.67711  -4.40541  4.14510
C  -3.03427  -3.87446  2.81634
C  -2.20807  -3.05288  2.06621
S  -2.34615  -2.31987  0.44481
C  -0.24500  0.45861  -0.38959
N  -1.04918  1.36036  0.33380
C  -0.32491  2.40786  1.14909
C  -1.19987  2.84654  2.36789
O  -2.59212  2.89035  2.18380
C  -3.18384  1.84775  1.38587
C  -2.44617  1.50853  0.13266
N  0.50159  1.25402  -1.11637
H  3.83527  3.33915  -5.55099
H  2.41053  3.43752  -4.67904
H  2.91158  1.93666  -5.27078
H  3.68050  3.55218  -2.87463
H  5.11936  2.65611  -3.69512
H  4.07356  1.13143  -1.85478
H  3.73537  0.49220  -3.64865
H  1.81079  2.36478  -2.30270
H  1.59292  -3.21441  -1.03913
H  0.79972  -3.13499  -2.61915
H  -0.19507  -3.38736  -1.07327
H  0.39553  -2.91444  4.09013
H  -1.05964  -4.45545  5.53125
H  -3.37589  -5.06698  4.65319
H  -3.83944  -4.24088  2.27785
H  -0.15025  3.29269  0.64243
H  0.65182  2.01527  1.54053
H  -0.72003  3.75436  2.69358
H  -1.09201  2.02373  3.10648
H  -4.13023  2.35102  1.12640
H  -3.02846  0.92791  1.90390
H  -2.95366  0.59287  -0.11797
H  -2.75669  2.24336  -0.61930

Results of the Mulliken charge analysis, in e, for atoms 1 through 8: C -1.13; C -0.53; C -0.53; N 0.01; C -0.28; N -0.63; C 1.05; C -1.17

C3H2Cl2O2 | ωB97M-V/def2-TZVPD

Calculated values
- Highest occupied orbital energy: -9.499 eV
- SMILES string: O=C=COC(Cl)Cl
- HOMO-LUMO gap: 9.06 eV
- Energy above the lowest of the compared OMol25 structures with the same formula, charge and spin: 68.1 kcal/mol

Geometry (Å):
O  0.32027  -2.13026  -1.53124
C  0.83246  -1.47637  -0.75263
C  1.22944  -0.61127  0.14435
O  0.47493  0.73175  0.35698
C  -0.83766  1.08941  0.30556
Cl  -1.37442  0.71652  -1.37061
Cl  -1.84400  0.24115  1.55882
H  1.97661  -0.69483  0.81455
H  -0.77763  2.13389  0.47422

Results of the Mulliken charge analysis, in e, for atoms 1 through 8: O -0.28; C 0.63; C -0.57; O -0.31; C 0.11; Cl -0.17; Cl -0.16; H 0.42

C5H5F | ωB97M-V/def2-TZVPD

Calculated values
- Highest occupied orbital energy (spin up / spin down): -8.669 / -8.990 eV
- HOMO-LUMO gap (spin up / spin down): 8.03 / 7.87 eV
- Energy above the lowest of the compared OMol25 structures with the same formula, charge and spin: 152.6 kcal/mol

Geometry (Å):
C  -3.20632  -0.33817  0.11051
C  -2.01228  0.02578  0.05597
C  -0.72566  0.30510  0.08344
C  0.44276  0.85662  -0.11885
C  1.80642  0.16364  0.11226
F  0.61814  2.18853  -0.28965
H  -4.02279  -0.98666  0.27844
H  0.87430  -2.03442  -0.61502
H  2.46099  0.62026  -0.67252
H  1.72770  -0.85966  -0.12540
H  2.03674  0.05900  1.18082

Results of the Mulliken charge analysis, in e, for atoms 1 through 8: C -0.60; C -0.23; C 0.27; C 0.46; C -0.83; F -0.23; H 0.38; H 0.14

C5H12N2 | ωB97M-V/def2-TZVPD

Calculated values
- Highest occupied orbital energy (spin up / spin down): -8.556 / -8.222 eV
- HOMO-LUMO gap (spin up / spin down): 9.04 / 7.43 eV
- Energy above the lowest of the compared OMol25 structures with the same formula, charge and spin: 121.8 kcal/mol

Geometry (Å):
C  0.41227  -1.36038  -1.26942
C  0.12408  -0.87422  2.02140
C  0.87928  1.33831  1.54441
N  -0.28623  -0.39868  -0.44126
N  1.00656  -0.07391  1.32040
C  -1.01982  0.55618  -1.07878
C  -1.11710  0.80087  -2.40553
H  -1.56835  1.20253  -0.39582
H  1.15656  -0.87501  -1.91210
H  -0.27393  -1.92078  -1.91635
H  0.93620  -2.06148  -0.61880
H  1.25174  1.89038  0.68151
H  0.56960  -1.81178  2.35507
H  -0.57992  -1.08355  1.07320
H  -0.52336  -0.40134  2.77205
H  1.52072  1.59280  2.40127
H  -0.14197  1.66654  1.78341
H  -1.72304  1.62074  -2.76529
H  -0.62328  0.19279  -3.14937

Results of the Mulliken charge analysis, in e, for atoms 1 through 8: C -1.19; C -0.68; C -0.85; N -0.14; N -0.20; C 0.00; C -0.85; H 0.34

Please write out number 2 again, unchanged.
C3H2Cl2O2 | ωB97M-V/def2-TZVPD

Calculated values
- Highest occupied orbital energy: -9.499 eV
- SMILES string: O=C=COC(Cl)Cl
- HOMO-LUMO gap: 9.06 eV
- Energy above the lowest of the compared OMol25 structures with the same formula, charge and spin: 68.1 kcal/mol

Geometry (Å):
O  0.32027  -2.13026  -1.53124
C  0.83246  -1.47637  -0.75263
C  1.22944  -0.61127  0.14435
O  0.47493  0.73175  0.35698
C  -0.83766  1.08941  0.30556
Cl  -1.37442  0.71652  -1.37061
Cl  -1.84400  0.24115  1.55882
H  1.97661  -0.69483  0.81455
H  -0.77763  2.13389  0.47422

Results of the Mulliken charge analysis, in e, for atoms 1 through 8: O -0.28; C 0.63; C -0.57; O -0.31; C 0.11; Cl -0.17; Cl -0.16; H 0.42